(1)
Computed, not measured: a gas-phase ion, C6H11N3O2S (charge +2), with ωB97M-V/def2-TZVPD.

Results
Charge   +2
HOMO energy (spin up / spin down)   -16.4 / -15.8 eV
HOMO-LUMO gap (spin up / spin down)   0.2507 / 0.2120 hartree
SMILES   C[N+]1=C(O)C(=S)[C@H]([NH3+])C(N)=C1O
Energy above the lowest of the compared OMol25 structures with the same formula, charge and spin   110.11 kJ/mol
Energy   -947.440584 Ha
Maximum force   0.1086 hartree/bohr

Geometry as XYZ:
```
23
Properties=species:S:1:pos:R:3:forces:R:3:mulliken_charge:R:1
S 1.455 -2.446 1.599 -0.23 -0.12 0.11 -0.27
O -0.312 -0.379 2.810 -1.00 3.05 -0.72 -0.48
O -1.190 2.219 -0.925 3.17 -4.08 -2.13 -0.41
N 0.129 0.403 -2.687 0.34 -0.75 0.86 -0.32
N 1.803 -1.733 -1.196 -1.93 -1.25 0.43 -0.20
N -0.755 0.738 0.888 0.61 0.24 -1.79 -0.02
C 0.417 -1.216 -0.728 0.19 -0.05 1.01 0.21
C 0.469 -1.388 0.867 -0.33 1.88 -2.45 -0.40
C -0.688 1.000 -0.475 0.48 1.09 -1.26 0.35
C 0.025 0.188 -1.374 -0.44 -1.53 2.77 -0.06
C -1.274 1.828 1.707 0.27 1.12 -2.23 -1.56
C -0.323 -0.373 1.495 1.35 -1.13 1.07 1.04
H 0.908 0.090 -3.225 0.36 -0.51 -0.31 0.24
H 1.677 -2.464 -1.938 0.59 1.28 0.07 0.40
H -0.750 2.811 1.665 -0.54 -0.72 -0.85 0.44
H -2.319 1.751 1.609 -1.48 0.90 -0.23 0.62
H -1.078 1.501 2.611 0.65 -1.15 4.81 0.48
H -0.483 -1.892 -0.860 1.28 0.24 -1.00 0.28
H 2.344 -0.874 -1.401 0.30 -1.11 -0.28 0.41
H -0.254 1.235 -3.027 -0.85 1.58 -0.68 0.25
H -0.305 -1.221 3.196 0.26 -2.38 0.93 0.40
H 2.201 -2.340 -0.348 -0.53 1.35 -0.82 0.24
H -1.697 2.563 -0.263 -2.51 2.06 2.68 0.35
```
Positions in Å, forces in eV/Å.

(2)
Computed, not measured: 2 unconnected molecules or ions with the total composition C2H3F2P, with ωB97M-V/def2-TZVPD.

Results
Charge   0
HOMO energy (spin up / spin down)   -8.4 / -8.5 eV
HOMO-LUMO gap (spin up / spin down)   0.2608 / 0.2631 hartree
Energy above the lowest of the compared OMol25 structures with the same formula, charge and spin   454.69 kJ/mol
Energy   -618.934101 Ha
Maximum force   0.0634 hartree/bohr

Geometry as XYZ:
```
8
Properties=species:S:1:pos:R:3:forces:R:3:mulliken_charge:R:1
P -1.598 1.612 0.094 -0.93 -0.20 1.36 0.01
F 1.478 0.754 0.729 -0.77 -0.09 1.24 -0.19
F 1.151 0.002 -1.201 -0.51 -0.04 0.41 -0.22
C -0.029 -1.161 0.395 1.34 2.44 -0.35 -0.71
C 0.737 -0.110 0.092 1.32 -1.29 -2.69 0.42
H -0.390 -1.236 1.347 -0.79 -0.49 2.33 0.37
H -0.351 -1.791 -0.375 -0.38 -0.62 -0.96 0.30
H -0.999 1.928 -1.081 0.71 0.28 -1.34 0.02
```
Positions in Å, forces in eV/Å.

(3)
Computed, not measured: a molecular structure, C9H21AgF2N3O3Pt, with ωB97M-V/def2-TZVPD.

Results
Charge   +1
HOMO energy (spin up / spin down)   -12.2 / -12.2 eV
HOMO-LUMO gap (spin up / spin down)   0.3333 / 0.2929 hartree
Spin multiplicity   3
Energy above the lowest of the compared OMol25 structures with the same formula, charge and spin   67.56 kJ/mol
Energy   -1211.165201 Ha
Maximum force   0.0960 hartree/bohr

Geometry as XYZ:
```
40
Properties=species:S:1:pos:R:3:forces:R:3:mulliken_spin:R:1
Pt -0.216 -0.612 -2.905 1.98 1.46 2.16 1.68
Ag 2.910 1.026 -1.989 -0.82 -0.02 0.04 0.00
F 0.845 1.160 -3.549 -0.51 -1.49 0.27 0.06
F 1.244 -0.448 -1.188 -0.18 0.06 -0.86 0.11
O 3.713 2.414 -0.317 -0.51 0.44 -2.85 0.00
O -1.592 0.388 -1.574 -0.59 -0.89 -1.46 0.06
O -1.002 -2.126 -1.495 0.04 -2.12 1.98 0.06
N -2.382 2.418 -0.909 0.31 -1.90 -1.46 0.02
N 3.936 1.511 1.726 -0.61 -0.15 -0.43 0.00
N -1.697 -3.807 -0.061 2.47 1.89 -0.93 0.00
C -2.393 3.405 0.129 -0.63 0.13 0.35 0.00
C -2.757 -4.229 -0.909 -3.03 0.85 0.26 0.00
C -0.834 -2.765 -0.400 -1.99 -0.23 -2.61 0.00
C 2.848 0.524 1.460 1.51 1.06 -0.75 0.00
C -3.377 2.535 -2.009 -0.06 -0.06 0.22 0.00
C 4.204 2.454 0.772 -0.54 -1.21 4.75 0.00
C -1.486 1.395 -0.910 -0.75 2.97 1.54 0.01
C -1.289 -4.763 0.902 1.89 -1.75 1.30 0.00
C 4.575 1.450 3.042 -0.80 0.71 -0.74 0.00
H -0.036 -2.508 0.312 -0.26 -0.18 -0.21 0.00
H -3.194 1.806 -2.798 0.37 0.10 0.23 0.00
H 2.540 0.049 2.391 0.38 -0.32 -0.33 0.00
H 4.651 3.300 1.315 0.82 0.32 -1.08 0.00
H -2.387 4.379 -0.360 0.25 0.20 0.54 0.00
H -3.581 -4.522 -0.260 -0.05 0.04 0.62 0.00
H -0.678 1.591 -0.188 0.10 -0.40 -0.14 0.00
H -3.213 -3.348 -1.361 0.47 -0.19 -0.69 0.00
H -2.789 -5.116 -1.542 1.53 0.22 -0.49 0.00
H 4.871 0.434 3.302 0.12 0.08 -0.19 0.00
H -3.299 3.284 0.722 -0.36 0.26 -0.20 0.00
H -0.945 -4.412 1.875 -0.98 0.64 0.22 0.00
H -4.415 2.383 -1.714 0.10 -0.16 0.58 0.00
H -3.360 3.540 -2.432 0.38 0.04 0.05 0.00
H -0.362 -5.273 0.642 0.18 -0.13 -0.83 0.00
H 1.983 1.000 0.996 0.06 0.17 0.07 0.00
H 3.342 -0.055 0.680 -0.85 -1.20 0.30 0.00
H 5.434 2.120 3.007 -0.03 -0.10 0.42 0.00
H 3.794 1.787 3.723 0.47 0.05 0.61 0.00
H -1.976 -5.605 0.985 -0.38 0.57 0.25 0.00
H -1.628 3.235 0.887 0.50 0.23 -0.53 0.00
```
Positions in Å, forces in eV/Å.

(4)
Computed, not measured: a single C6H15NS molecule, with ωB97M-V/def2-TZVPD.

Results
Charge   0
HOMO energy   -8.2 eV
HOMO-LUMO gap   0.3386 hartree
SMILES   CCN(CC)CCS
Energy above the lowest of the compared OMol25 structures with the same formula, charge and spin   31.79 kJ/mol
Energy   -690.529328 Ha
Maximum force   0.0177 hartree/bohr

Geometry as XYZ:
```
23
Properties=species:S:1:pos:R:3:forces:R:3:mulliken_charge:R:1
S 3.882 -0.320 -0.152 -0.08 0.05 0.06 -0.20
N -0.194 -0.324 0.634 0.53 -0.20 0.01 0.15
C -2.238 -1.438 -0.184 -0.25 -0.03 -0.14 -1.37
C 2.121 0.056 -0.381 -0.24 0.41 -0.53 -0.44
C -0.871 1.824 -0.571 0.60 0.66 0.18 -0.86
C 1.252 -0.419 0.783 -0.08 -0.90 -0.08 -0.92
C -0.773 1.009 0.728 -0.55 -0.07 0.24 -0.69
C -0.744 -1.206 -0.380 -0.32 0.15 -0.22 -0.37
H -1.808 0.896 1.148 0.80 0.20 -0.28 0.32
H -1.332 2.802 -0.340 0.19 -0.40 -0.16 0.38
H -2.601 -2.205 -0.886 0.11 0.30 0.16 0.41
H 1.825 -0.447 -1.313 0.17 -0.04 0.25 0.30
H 4.057 0.400 0.970 -0.05 -0.05 -0.10 0.11
H 1.991 1.128 -0.588 0.13 -0.26 0.22 0.24
H 1.530 -1.490 0.962 -0.34 0.75 -0.04 0.33
H -0.234 -2.173 -0.303 0.06 0.18 -0.01 0.46
H -2.426 -1.801 0.830 -0.05 0.12 -0.07 0.33
H -0.185 1.568 1.477 -0.25 -0.20 -0.25 0.35
H -2.823 -0.516 -0.355 0.20 -0.42 0.10 0.27
H 1.528 0.127 1.677 0.13 0.17 0.29 0.50
H 0.124 2.024 -1.033 -0.69 -0.17 0.35 0.18
H -1.491 1.335 -1.313 -0.14 -0.13 -0.15 0.25
H -0.591 -0.829 -1.411 0.11 -0.13 0.19 0.28
```
Positions in Å, forces in eV/Å.